No. 1
ORCA calculation (wB97M-V/def2-TZVPD) on a structure of composition C49H48N4O3P2PdSSi at a distorted geometry.

Relative energy (zero: lowest compared OMol25 entry of this formula, charge and spin) = 26.53 kcal per mole
Gap between HOMO and LUMO = 6.135 eV
Spin multiplicity = 1
Net charge = +2

```
109
C49H48N4O3P2PdSSi | the OMol25 dataset | wB97M-V/def2-TZVPD
Pd 0.351 0.566 0.187
C -0.933 3.903 0.773
Si -0.532 2.256 1.536
C -1.997 1.390 2.317
C -3.046 2.147 2.846
C -4.079 1.533 3.540
C -4.090 0.156 3.711
C -3.081 -0.622 3.165
C -2.061 -0.002 2.449
P -0.881 -0.966 1.492
C -0.795 -2.660 2.138
C -0.974 -3.760 1.292
C -0.991 -5.039 1.822
C -0.836 -5.238 3.185
C -0.677 -4.152 4.032
C -0.645 -2.872 3.510
C -1.707 -1.237 -0.070
C -3.019 -1.024 -0.429
C -3.156 -1.322 -1.807
C -1.375 -2.144 -3.583
C 0.490 -3.123 -2.309
C 0.216 -2.324 -1.288
C 0.889 2.511 2.733
C 0.785 3.517 3.702
C 1.812 3.750 4.597
C 2.973 2.985 4.549
C 3.099 1.983 3.607
C 2.063 1.761 2.696
P 2.209 0.410 1.522
C 2.548 -1.011 2.598
C 1.935 -1.036 3.850
C 2.282 -2.001 4.779
C 3.212 -2.975 4.456
C 3.815 -2.970 3.209
C 3.499 -1.986 2.285
C 3.660 0.600 0.474
C 4.454 1.743 0.589
C 5.576 1.886 -0.211
C 5.896 0.911 -1.142
C 5.096 -0.214 -1.280
C 3.978 -0.371 -0.480
H -0.980 4.644 1.574
H -1.874 3.908 0.235
H -0.134 4.201 0.096
H -3.049 3.223 2.745
H -4.874 2.134 3.960
H -4.895 -0.315 4.257
H -3.113 -1.699 3.265
H -1.127 -3.637 0.233
H -1.139 -5.883 1.164
H -0.857 -6.240 3.589
H -0.584 -4.303 5.098
H -0.561 -2.031 4.183
H -3.801 -0.718 0.250
H -4.049 -1.250 -2.401
H -0.658 -1.357 -3.858
H 1.461 -3.597 -2.351
H 0.908 -2.117 -0.479
H -0.110 4.123 3.773
H 1.712 4.529 5.341
H 3.775 3.170 5.250
H 3.994 1.374 3.584
H 1.231 -0.259 4.128
H 1.830 -1.990 5.762
H 3.478 -3.730 5.183
H 4.558 -3.714 2.961
H 4.028 -1.965 1.346
H 4.200 2.523 1.292
H 6.193 2.768 -0.113
H 6.762 1.036 -1.776
H 5.335 -0.964 -2.021
H 3.349 -1.241 -0.620
O 1.598 2.074 -0.711
N 1.982 1.412 -1.766
O 2.682 1.925 -2.578
O 1.561 0.230 -1.822
N -3.442 2.026 -0.796
C -2.518 2.357 -1.706
S -0.999 1.601 -1.742
N -2.867 3.272 -2.612
C -2.086 3.969 -3.590
C -0.749 4.294 -3.410
C -0.102 5.016 -4.402
C -0.773 5.421 -5.545
C -2.115 5.102 -5.705
C -2.773 4.374 -4.729
H -3.269 1.212 -0.229
H -4.358 2.445 -0.784
H -3.849 3.513 -2.647
H -0.211 4.003 -2.523
H 0.941 5.265 -4.269
H -0.256 5.990 -6.304
H -2.651 5.411 -6.591
H -3.816 4.114 -4.857
C 0.206 -3.785 -4.684
C -0.525 -3.425 -3.392
C -2.456 -2.224 -4.651
C -1.375 -4.617 -2.928
C -1.924 -1.725 -2.256
N -1.050 -1.704 -1.197
H -0.496 -4.021 -5.482
H 0.833 -4.664 -4.532
H 0.844 -2.967 -5.021
H -2.018 -2.345 -5.639
H -3.043 -1.306 -4.670
H -3.140 -3.053 -4.476
H -2.075 -4.922 -3.704
H -1.950 -4.380 -2.030
H -0.735 -5.473 -2.710
```


No. 2
ORCA calculation (wB97M-V/def2-TZVPD) on a structure of composition C15H18AlBF3NO6S at a distorted geometry.

Gap between HOMO and LUMO = 4.226 eV
Spin multiplicity = 1
Net charge = -2

```
46
C15H18AlBF3NO6S | the OMol25 dataset | wB97M-V/def2-TZVPD
C 4.074 1.124 -0.976
O 2.854 0.751 -0.417
C 1.916 0.331 -1.438
Al 0.272 -0.654 -0.723
B -1.243 0.666 -0.026
N -0.923 2.054 0.484
O -2.593 0.330 -0.022
C -0.525 -1.684 -2.294
O -1.613 -1.264 -2.801
O 0.131 -2.672 -2.726
S 1.100 -2.083 0.968
O 0.063 -2.872 1.590
O 2.199 -2.853 0.455
F 1.805 -1.178 2.165
H 4.799 1.218 -0.166
H 4.002 2.068 -1.525
H 4.444 0.359 -1.663
H 1.577 1.184 -2.037
H 2.425 -0.404 -2.064
H -0.103 1.965 1.079
H -0.567 2.565 -0.321
H -2.938 0.288 -0.919
F 2.156 3.477 -0.720
C 1.808 4.556 -0.018
C 2.639 4.990 0.998
C 2.279 6.114 1.726
C 1.097 6.784 1.439
C 0.274 6.329 0.418
C 0.629 5.211 -0.321
H 3.549 4.446 1.210
H 2.923 6.467 2.521
H 0.817 7.657 2.014
H -0.651 6.844 0.198
H 0.003 4.844 -1.123
F -4.322 -6.983 2.459
C -3.767 -6.274 1.431
C -4.123 -6.592 0.138
C -3.560 -5.866 -0.907
C -2.652 -4.850 -0.645
C -2.306 -4.551 0.668
C -2.870 -5.265 1.716
H -4.828 -7.393 -0.046
H -3.833 -6.098 -1.929
H -2.209 -4.285 -1.458
H -1.592 -3.759 0.865
H -2.617 -5.041 2.745
```


No. 3
ORCA calculation (wB97M-V/def2-TZVPD) on an isolated molecule of C7H8N2 at a distorted geometry.

Relative energy (zero: lowest compared OMol25 entry of this formula, charge and spin) = 76.14 kcal per mole
Gap between HOMO and LUMO = 8.552 eV
Spin multiplicity = 1
Net charge = 0

```
17
C7H8N2 | the OMol25 dataset | wB97M-V/def2-TZVPD
C -0.098 2.184 -0.886
C 0.157 1.088 -0.187
C 1.049 0.500 0.745
C 0.373 -0.683 1.332
C 0.018 -1.732 0.293
C -0.941 -1.285 -0.726
C -0.991 0.008 -0.996
N -1.612 0.917 -1.848
N -1.164 2.076 -1.731
H 0.503 3.103 -0.886
H 2.035 0.396 0.533
H 1.006 1.255 1.580
H 0.900 -0.974 2.253
H -0.582 -0.182 1.665
H 0.897 -1.800 -0.280
H -0.301 -2.742 0.535
H -1.249 -2.127 -1.394
```